Below is C22H28N4O3S in the gas phase, with properties calculated with ωB97M-V/def2-TZVPD.

Geometry (Å):
O (-1.34459, -3.34610, 1.72520)
C (-1.12634, -3.20366, 0.54165)
N (-1.71140, -2.26390, -0.24903)
C (-2.71884, -1.36438, 0.06506)
N (-3.05315, -0.57135, -0.95039)
C (-4.03448, 0.29605, -0.77671)
C (-4.73003, 0.43209, 0.41301)
C (-4.36562, -0.38401, 1.47568)
C (-3.34567, -1.30144, 1.31133)
H (-3.03452, -1.95526, 2.10771)
H (-4.87480, -0.30723, 2.42519)
H (-5.52604, 1.15356, 0.50749)
H (-4.26735, 0.90865, -1.63851)
H (-1.34217, -2.15802, -1.19305)
C (-0.13642, -4.08617, -0.20969)
C (1.27128, -3.47924, -0.19259)
C (1.40011, -2.32347, -1.17039)
O (0.48088, -2.01525, -1.92348)
N (2.57410, -1.66691, -1.21325)
C (3.67986, -1.83956, -0.28743)
C (3.72717, -0.71802, 0.70375)
C (2.78192, -0.36904, 1.62118)
C (3.13121, 0.78662, 2.35229)
C (4.33158, 1.29641, 1.97688)
S (5.05815, 0.38423, 0.72416)
H (4.83653, 2.16041, 2.35986)
H (2.51550, 1.21537, 3.12278)
H (1.86528, -0.91283, 1.77268)
H (4.61068, -1.84850, -0.86381)
H (3.58936, -2.79977, 0.22181)
C (2.70492, -0.54384, -2.12865)
H (2.10695, -0.75830, -3.01796)
H (3.75460, -0.43151, -2.40459)
C (2.22198, 0.77758, -1.50337)
O (2.98244, 1.69029, -1.25462)
N (0.90205, 0.79869, -1.27234)
H (0.33856, 0.00558, -1.55081)
C (0.21853, 1.92670, -0.67360)
C (-0.32486, 1.55992, 0.70863)
C (-1.02417, 2.76201, 1.33514)
C (-2.15506, 3.25199, 0.43666)
C (-1.62468, 3.59891, -0.95107)
C (-0.92208, 2.39658, -1.57509)
H (-1.63193, 1.57589, -1.70093)
H (-0.52638, 2.66154, -2.55754)
H (-2.44700, 3.91927, -1.59381)
H (-0.91817, 4.42839, -0.87233)
H (-2.90998, 2.46782, 0.34987)
H (-2.62976, 4.12846, 0.88252)
H (-1.42025, 2.48762, 2.31507)
H (-0.29799, 3.56549, 1.47796)
H (0.49786, 1.23058, 1.34486)
H (-1.03253, 0.73351, 0.60766)
H (0.96987, 2.71751, -0.57226)
H (1.99572, -4.24930, -0.47078)
H (1.50029, -3.14029, 0.81922)
H (-0.10947, -5.04858, 0.30263)
H (-0.46163, -4.23178, -1.23987)

## Properties
- E_HOMO (eV) = -8.81
- molar mass (g mol⁻¹) = 428.56
- LUMO level (eV) = 0.5520
- structure (SMILES) = O=C(CCC(=O)N(CC(=O)NC1CCCCC1)Cc1cccs1)Nc1ccccn1
- gap between HOMO and LUMO (eV) = 9.36
- energy relative to the best compared isomer or geometry (same formula, charge and spin) (eV) = 0.188

Here are the natural (NBO) charges for atoms 1 to 5, given in e: number 1, O, carries -0.612; number 2, C, carries 0.688; number 3, N, carries -0.631; number 4, C, carries 0.372; number 5, N, carries -0.468